Entry from the OMol25 dataset: the molecule C5H7NO2 (the ωB97M-V functional and the def2-TZVPD basis).

Calculated values
F_max: 0.1643 Eh/bohr
SMILES: C#CN(C)C(=O)CO
Relative energy (zero: lowest compared OMol25 entry of this formula, charge and spin): 106.7 kcal/mol
E_tot: -399.79552 Ha
Gap between HOMO and LUMO: 10.074 eV

Each atom is followed by the atoms it is bonded to, with distances in Å.
Atoms and positions in Å:
1 O -0.6561 1.9158 0.5791  C4 1.193
2 O -2.9287 0.7049 -0.3008  H5 0.973, C8 1.364
3 H -1.7672 -0.7800 -1.0233  C8 1.091
4 C -0.4728 0.7588 0.3511  O1 1.193, C8 1.797, N15 1.293
5 H -2.7169 1.5364 0.1572  O2 0.973
6 H 0.7607 -1.8202 -0.9409  C14 1.089
7 H -0.0487 -1.9752 0.6319  C14 1.092
8 C -1.9215 -0.1957 -0.1154  O2 1.364, H3 1.091, C4 1.797, H9 1.094
9 H -2.0649 -0.8427 0.7551  C8 1.094
10 C 1.9647 0.7941 0.0718  C11 1.209, N15 1.658
11 C 3.0293 1.2505 -0.2739  C10 1.209, H13 1.056
12 H 1.6651 -1.6504 0.5728  C14 1.087
13 H 3.9230 1.7421 -0.5475  C11 1.056
14 C 0.7213 -1.4354 0.0773  H6 1.089, H7 1.092, H12 1.087, N15 1.449
15 N 0.5128 -0.0030 0.0054  C4 1.293, C10 1.658, C14 1.449